No. 1
61
Properties=species:S:1:pos:R:3:lowdin_charge:R:1 method="wB97M-V/def2-TZVPD" relative_energy_kj_mol=13.7 e_lumo_ev="-8.3 / -7.7" charge=+2 multiplicity=2
V 0.6724 0.3302 0.3271 1.0374
O 1.8617 -0.9009 -0.6309 -0.3751
S 3.0325 0.0846 -0.9093 0.7608
O 3.1928 0.3001 -2.3005 -0.1899
N 2.4169 1.2588 0.0019 -0.2552
C 3.3091 1.6490 1.0526 -0.8012
S 2.9509 2.7443 2.1616 0.8698
C 4.5362 0.8071 0.9574 -0.2193
C 5.6848 0.9183 1.7232 0.0135
C 6.7333 0.0433 1.4690 -0.0008
C 6.6587 -0.9216 0.4642 -0.0119
C 5.5246 -1.0391 -0.3269 0.0051
C 4.4828 -0.1756 -0.0335 -0.2402
H 5.7550 1.6752 2.4929 0.1236
H 7.6377 0.1195 2.0574 0.1293
H 7.5000 -1.5782 0.2907 0.1289
H 5.4609 -1.7625 -1.1276 0.1375
C -4.4725 4.5203 9.5579 -0.0418
C -3.9125 4.6523 8.1699 -0.2685
C -3.5488 3.5394 7.4247 -0.0286
C -3.0199 3.6463 6.1428 -0.0109
C -2.8557 4.9095 5.5966 -0.2130
N -2.3108 5.1450 4.2949 0.1492
C -1.9232 4.2363 3.3835 -0.4784
O -1.9488 3.0254 3.5019 0.0611
N -1.4516 4.8292 2.1817 0.1486
C -1.0322 4.1195 1.0783 -0.1787
C -1.0130 4.7158 -0.1821 0.0490
C -0.5733 4.0103 -1.2896 -0.0023
C -0.1727 2.7006 -1.1421 -0.0969
N -0.1751 2.1387 0.0764 -0.0852
C -0.5604 2.8028 1.1679 -0.0468
C -3.2206 6.0424 6.3181 -0.0247
C -3.7418 5.9099 7.5900 -0.0299
H -4.4690 3.4813 9.8839 0.0775
H -5.4999 4.8829 9.6033 0.0884
H -3.8809 5.0962 10.2699 0.0871
H -3.6777 2.5515 7.8490 0.1155
H -2.7479 2.7624 5.5925 0.0955
H -2.1946 6.1199 4.0707 0.1448
H -1.6565 5.8035 2.0257 0.1512
H -1.3486 5.7390 -0.2995 0.1360
H -0.5540 4.4710 -2.2667 0.1304
H 0.1706 2.1024 -1.9774 0.1291
H -0.5083 2.3042 2.1216 0.1031
H -3.1001 7.0315 5.8906 0.1138
H -4.0215 6.7995 8.1401 0.1228
O 0.9761 -2.0260 3.5031 0.3090
C 0.7575 -1.1995 2.7488 -0.2743
N 0.4998 -0.2855 1.9601 0.0408
Br -1.5909 -2.5137 -4.1664 0.8808
C -1.8576 -1.6172 -2.5516 -0.6530
C -3.1268 -1.4514 -2.0133 -0.0397
C -3.2664 -0.7692 -0.8136 0.0027
C -2.1449 -0.2648 -0.1928 -0.0871
N -0.9143 -0.4438 -0.7097 -0.0583
C -0.7661 -1.1108 -1.8676 -0.1274
H -3.9923 -1.8501 -2.5255 0.1298
H -4.2380 -0.6222 -0.3645 0.1329
H -2.2116 0.2943 0.7323 0.1241
H 0.2401 -1.2464 -2.2370 0.1100



No. 2
53
Properties=species:S:1:pos:R:3:lowdin_charge:R:1 method="wB97M-V/def2-TZVPD" e_lumo_ev=0.6 charge=-1
N 7.9048 -2.7491 1.5775 -0.3498
P 6.6957 -3.6805 2.0283 0.7523
C 5.0352 -2.8866 1.9833 -0.4757
C 4.7948 -1.6993 1.0155 -0.1501
O 3.3671 -1.5667 1.2131 -0.1158
B 2.8408 -2.8774 1.6368 -1.1599
O 2.4326 -2.9657 3.0600 -0.0024
P 1.2612 -3.4827 0.6079 0.4136
S 1.1895 -5.4438 0.3352 -0.0411
O 4.0221 -3.7591 1.5629 -0.0589
H 8.5236 -2.6807 2.3793 -0.0811
H 6.5564 -4.8733 1.2741 0.0029
H 6.9083 -4.0750 3.3754 -0.0004
H 4.9257 -2.4557 2.9944 0.1203
H 4.8452 -1.9393 -0.0544 0.1262
H 5.2455 -0.7478 1.3113 0.1172
H 1.6003 -2.4896 3.1540 0.0463
H 1.2088 -2.8068 -0.6486 -0.0511
H 0.1064 -3.1210 1.3494 -0.0423
C 2.3742 0.2769 -0.9308 -0.0967
O 0.9405 0.5164 -1.0216 -0.2628
P 0.3246 1.6555 0.0404 0.6055
O -0.8141 0.8735 0.5960 -0.2645
O -0.1399 2.6565 -1.1758 -0.2706
C -0.0447 2.3419 -2.5605 -0.1064
O 0.2633 2.9601 1.0825 -0.2298
C 1.1875 4.0383 0.8699 -0.1207
H 2.6459 -0.4763 -1.6661 0.0934
H 2.9211 1.2021 -1.1499 0.0819
H 2.6379 -0.0830 0.0654 0.0631
H -0.6854 1.4997 -2.8172 0.0829
H 0.9856 2.1379 -2.8473 0.0822
H -0.3829 3.2156 -3.1182 0.0876
H 0.9547 4.5680 -0.0548 0.0781
H 2.2136 3.6704 0.8344 0.0816
H 1.0932 4.7326 1.7026 0.0844
C -6.7760 3.1764 -1.4844 -0.1264
O -7.0036 1.7781 -1.7373 -0.2720
P -5.6283 0.8523 -2.0804 0.5733
O -6.1080 0.1880 -3.3222 -0.2678
O -5.8044 -0.0955 -0.7620 -0.2477
C -6.9085 -0.0448 0.1282 -0.1104
O -4.0215 0.4427 -2.1582 -0.2175
C -3.1601 0.8610 -1.0698 -0.1064
H -7.7344 3.6478 -1.2776 0.0834
H -6.1236 3.3104 -0.6161 0.0821
H -6.3247 3.6536 -2.3577 0.0832
H -7.8307 -0.3311 -0.3777 0.0904
H -7.0088 0.9430 0.5767 0.0787
H -6.7164 -0.7590 0.9281 0.0889
H -3.4109 0.3309 -0.1538 0.0858
H -3.2430 1.9363 -0.9085 0.0866
H -2.1364 0.6239 -1.3321 0.0567



No. 3
9
Properties=species:S:1:pos:R:3:lowdin_charge:R:1 method="wB97M-V/def2-TZVPD" e_lumo_ev="-4.2 / -6.0" charge=+1 multiplicity=2
H -0.5170 1.4544 -0.1530 0.1877
O -1.1630 -1.4076 0.1077 0.0600
C -1.1453 -0.2097 -0.1235 -0.3982
C 0.1700 0.4769 -0.3587 -0.3202
O 1.1579 -0.1196 0.3358 -0.5128
Li 0.5693 -1.8881 0.8789 0.7970
Zn 2.8164 0.5521 0.5681 0.8927
F -2.2792 0.4597 0.1679 0.1474
H 0.3908 0.6820 -1.4232 0.1465



No. 4
14
Properties=species:S:1:pos:R:3:lowdin_charge:R:1 method="wB97M-V/def2-TZVPD" relative_energy_kj_mol=149.6 e_lumo_ev=0.7 smiles="[H]/N=C(/NC)SN=C"
H 0.8366 2.1201 0.0427 0.0100
N -0.1691 2.0053 0.0041 0.0771
C -0.4763 0.7807 -0.1290 -0.7450
N -1.7817 0.3670 -0.2861 -0.0985
C -2.2525 -0.9375 0.1189 -0.1562
S 0.6931 -0.5900 -0.1911 0.9350
N 2.1023 0.3333 -0.0058 -0.3750
C 3.2146 -0.2761 -0.0119 -0.1577
H -2.4333 1.1506 -0.1276 0.1390
H -2.1157 -1.1555 1.1815 0.0777
H -3.3328 -1.0262 -0.1035 0.0893
H -1.7580 -1.7273 -0.4750 0.0612
H 3.3503 -1.3704 -0.1444 0.0708
H 4.1225 0.3261 0.1270 0.0722



No. 5
86
Properties=species:S:1:pos:R:3:lowdin_charge:R:1 method="wB97M-V/def2-TZVPD" relative_energy_kj_mol=216.4 e_lumo_ev="4.2 / 4.2" charge=-2 multiplicity=6
Ir -0.4618 0.1116 0.9301 1.2819
S -2.7260 -2.2678 0.7450 0.0080
Sb -0.7280 -2.4401 -0.4214 1.1100
C 1.1061 -1.5459 -1.1078 -0.2827
C 2.3288 -2.0330 -0.7864 -0.1456
C 3.5111 -1.2881 -1.0508 -0.0848
C 3.4108 0.0555 -1.5031 -0.1273
C 2.2103 0.6136 -1.7902 -0.0420
C 0.9182 -0.1783 -1.7317 -0.3639
C -1.7904 -2.2818 -2.3864 -0.2896
C -2.4646 -1.1183 -2.7843 -0.1260
C -3.2405 -1.0684 -3.9401 -0.0981
C -3.3896 -2.2020 -4.7369 -0.1328
C -2.7567 -3.3807 -4.3554 -0.1216
C -1.9668 -3.4191 -3.2000 -0.1196
C -0.3733 -4.5546 -0.7519 -0.3251
C -1.2922 -5.4607 -0.2261 -0.1203
C -1.0480 -6.8327 -0.2796 -0.0997
C 0.1276 -7.3182 -0.8488 -0.1252
C 1.0480 -6.4221 -1.3790 -0.1101
C 0.7946 -5.0508 -1.3332 -0.1193
H 2.4048 -2.9822 -0.2681 0.0914
H 4.4783 -1.7126 -0.8096 0.0837
H 4.3086 0.6634 -1.5754 0.0908
H 2.1404 1.6704 -2.0432 0.1033
H 0.5881 -0.3362 -2.7789 0.1424
H -2.4055 -0.2319 -2.1725 0.0611
H -3.7379 -0.1423 -4.2081 0.0917
H -3.9880 -2.1652 -5.6415 0.0804
H -2.8784 -4.2813 -4.9536 0.0841
H -1.4867 -4.3565 -2.9407 0.0760
H -2.1978 -5.0803 0.2371 0.0655
H -1.7709 -7.5227 0.1398 0.0885
H 0.3269 -8.3860 -0.8729 0.0831
H 1.9717 -6.7875 -1.8179 0.0872
H 1.5133 -4.3645 -1.7741 0.0850
O 1.8878 0.3096 1.4464 0.0000
C 2.5141 0.4220 2.4900 -0.4907
C 4.0108 0.4238 2.4927 -0.0909
C 4.3867 1.9174 2.3010 -0.1737
C 3.7539 2.9193 3.3002 -0.1948
C 2.2503 3.2241 3.0802 -0.1620
C 1.2927 2.1429 3.6457 -0.1477
N 1.9608 0.8371 3.6728 0.0679
H 4.4014 -0.1771 1.6719 0.1094
H 4.3920 0.0364 3.4440 0.1196
H 4.0741 2.2103 1.2904 0.1174
H 5.4757 2.0110 2.3454 0.0980
H 4.2980 3.8598 3.1902 0.0947
H 3.9342 2.5808 4.3311 0.1037
H 2.0740 3.3193 2.0043 0.0757
H 2.0093 4.1939 3.5270 0.1029
H 0.4023 2.0728 3.0291 0.0730
H 0.9828 2.3675 4.6617 0.1124
H 2.5890 0.7227 4.4453 0.1176
O 0.5192 -3.0925 1.3310 -0.6221
Se 0.4239 -2.5051 2.9241 0.7941
O 1.9635 -2.3067 3.4473 -0.4947
O -0.3312 -1.0014 2.7483 -0.6594
O -0.4835 -3.4830 3.8540 -0.4913
C -4.0518 3.2938 2.6409 -0.0280
N -2.7374 3.4467 2.0291 -0.0516
C -2.3063 4.6553 1.5253 -0.0823
C -1.1180 4.7921 0.9317 0.0024
C -0.2241 3.6290 0.8204 -0.5056
O 0.9074 3.7348 0.3500 -0.0022
N -0.7257 2.4342 1.2876 0.0520
C -1.9364 2.3167 1.8490 -0.5756
O -2.3475 1.1937 2.1920 -0.0440
H -4.7044 4.0867 2.2789 0.0782
H -3.9968 3.3427 3.7296 0.0874
H -4.4585 2.3278 2.3748 0.0864
H -3.0016 5.4741 1.6358 0.1109
H -0.7879 5.7391 0.5254 0.1009
C -0.2259 0.5853 -1.0493 -0.2659
C -0.9324 1.5809 -1.8055 -0.2906
C -2.1863 2.0859 -1.3679 -0.0762
C -2.8726 3.0606 -2.0714 -0.1028
C -2.3529 3.5836 -3.2600 -0.1294
C -1.1465 3.0739 -3.7359 -0.1087
C -0.4583 2.0870 -3.0373 -0.0412
H -2.6265 1.6412 -0.4791 0.0989
H -3.8305 3.4121 -1.6984 0.0920
H -2.8876 4.3496 -3.8109 0.0780
H -0.7309 3.4543 -4.6604 0.0855
H 0.4731 1.7114 -3.4509 0.0920



No. 6
12
Properties=species:S:1:pos:R:3:lowdin_charge:R:1 method="wB97M-V/def2-TZVPD" relative_energy_kj_mol=387.8 e_lumo_ev=0.6
C -0.9227 -2.7950 -1.0998 -0.1076
O -0.7671 -1.3809 -0.8031 -0.2417
N 0.0617 -1.4051 0.2849 -0.0271
C 0.4178 -0.1820 0.5809 -0.3827
N 0.1402 0.8757 -0.0946 -0.3656
S 0.6848 2.3871 0.6195 0.7795
H -1.5810 -2.8242 -1.9720 0.0647
H -1.6955 -3.1204 -0.3371 0.0892
H 0.0551 -3.4360 -1.2141 0.1192
H 1.0481 0.0810 1.5544 0.1352
H -0.5368 0.9990 -0.8340 0.0969
H -0.4945 2.7221 1.0966 -0.1600



No. 7
46
Properties=species:S:1:pos:R:3:lowdin_charge:R:1 method="wB97M-V/def2-TZVPD" relative_energy_kj_mol=77.1 e_lumo_ev=0.9 smiles="CN(C)C(=O)CCCCCCCCC(=O)N(C)C"
C 1.7552 -2.5751 1.6634 -0.0505
N 0.8583 -2.1400 0.6168 -0.1393
C -0.5529 -2.3068 0.8944 -0.0330
C 1.2305 -1.6422 -0.5829 -0.4728
O 0.4021 -1.2653 -1.3995 0.0301
C 2.7126 -1.5417 -0.8989 -0.1004
C 3.1075 -0.0625 -0.9739 -0.1858
C 2.9939 0.6352 0.3823 -0.2087
C 2.9141 2.1578 0.2573 -0.2043
C 1.5532 2.6402 -0.2490 -0.2102
C 0.4427 2.5175 0.7940 -0.2021
C -0.9357 2.8008 0.1974 -0.1913
C -1.4902 1.6198 -0.6046 -0.1008
C -2.3297 0.6971 0.2599 -0.4726
O -2.4284 0.8231 1.4692 0.0350
N -2.9924 -0.2791 -0.4078 -0.1601
C -2.8348 -0.5303 -1.8220 -0.0568
C -3.9244 -1.1203 0.3069 -0.0522
H 2.5783 -1.8763 1.8025 0.0770
H 1.1954 -2.6208 2.5960 0.0917
H 2.1611 -3.5703 1.4546 0.0971
H -0.8979 -1.5703 1.6238 0.0975
H -1.0952 -2.1603 -0.0362 0.0713
H -0.7413 -3.3121 1.2741 0.0954
H 3.3367 -2.0760 -0.1870 0.0999
H 2.8513 -1.9907 -1.8851 0.1246
H 4.1283 0.0265 -1.3515 0.1161
H 2.4433 0.4179 -1.6932 0.1044
H 3.8558 0.3666 0.9992 0.1147
H 2.0966 0.2852 0.8935 0.0905
H 3.1057 2.6085 1.2339 0.1099
H 3.6973 2.4993 -0.4241 0.1100
H 1.6375 3.6893 -0.5441 0.1138
H 1.2781 2.0757 -1.1408 0.0983
H 0.6398 3.2226 1.6047 0.1160
H 0.4263 1.5173 1.2273 0.1049
H -1.6349 3.0139 1.0081 0.1070
H -0.8750 3.6852 -0.4406 0.1103
H -2.1166 1.9837 -1.4214 0.1176
H -0.6833 1.0297 -1.0433 0.1011
H -3.3597 -1.4501 -2.0716 0.0895
H -1.7809 -0.6532 -2.0773 0.0693
H -3.2559 0.2787 -2.4259 0.0892
H -4.9311 -1.0055 -0.1028 0.0912
H -3.9231 -0.8084 1.3497 0.0837
H -3.6317 -2.1710 0.2446 0.0840



No. 8
50
Properties=species:S:1:pos:R:3:lowdin_charge:R:1 method="wB97M-V/def2-TZVPD" relative_energy_kj_mol=205.0 e_lumo_ev=2.4 charge=-1 smiles="O=C1C2=C[C@@H]([C@@H](c3ccc(C(F)(F)F)cc3)S(=O)(=O)c3ccccc3)C=CC2=C([O-])N1SC(F)(F)F"
O 1.3749 -3.5877 -2.6004 0.0446
C 1.0203 -2.4325 -2.8077 -0.4736
C 0.4661 -1.4302 -1.8816 -0.1662
C -0.1967 -1.8913 -0.7973 -0.0224
C -1.3014 -0.9764 -0.3677 -0.2823
C -0.3446 -0.0519 0.4092 -0.1659
C -0.5257 1.4400 0.3821 -0.2415
C 0.5693 2.2853 0.1805 -0.0015
C 0.4551 3.6625 0.3790 -0.0064
C -0.7786 4.2191 0.7087 -0.1261
C -0.8939 5.6849 1.0875 -0.5174
F -1.9796 6.3037 0.5309 0.1045
F 0.1928 6.4295 0.7371 0.1050
F -1.0333 5.8661 2.4411 0.1052
C -1.9226 3.4159 0.7262 -0.0042
C -1.7950 2.0443 0.5838 -0.0297
S -0.8701 -0.2965 2.3591 0.7624
O -0.8623 1.0129 2.9669 -0.3242
O -2.0664 -1.1007 2.4401 -0.3206
C 0.4366 -1.1803 3.1972 -0.2756
C 1.2681 -2.1314 2.6143 -0.0455
C 2.1658 -2.8335 3.4406 -0.0700
C 2.2290 -2.5483 4.8164 -0.0862
C 1.4183 -1.5372 5.3622 -0.0749
C 0.5289 -0.8397 4.5416 -0.0699
C -1.9689 -0.1311 -1.3984 -0.0848
C -1.1421 0.4462 -2.2972 -0.0562
C 0.0421 -0.2723 -2.5834 -0.1480
C 0.3820 -0.4608 -4.0015 -0.4966
O 0.1720 0.2730 -4.9614 0.0201
N 1.0077 -1.7759 -4.0871 -0.1525
S -0.2177 -2.7661 -4.9756 1.1111
C 0.8668 -3.0957 -6.4318 -0.7722
F 0.0414 -3.8280 -7.2783 0.0080
F 1.9712 -3.8531 -6.1594 0.0684
F 1.2969 -1.9939 -7.1059 0.0795
H 0.1328 -2.7256 -0.1667 0.1197
H -2.0241 -1.5071 0.2651 0.1254
H 0.6925 -0.3922 0.5198 0.1165
H 1.5548 1.8546 -0.0242 0.1258
H 1.3371 4.2986 0.3124 0.1167
H -2.8980 3.8677 0.9054 0.1242
H -2.7044 1.4557 0.7136 0.1270
H 1.2286 -2.3183 1.5427 0.0924
H 2.8043 -3.6185 3.0162 0.1075
H 2.8976 -3.1197 5.4776 0.1026
H 1.4513 -1.2882 6.4277 0.1041
H -0.0857 -0.0305 4.9302 0.1121
H -3.0359 0.0477 -1.3204 0.1015
H -1.3573 1.4065 -2.7692 0.1302